ORCA calculation (wB97M-V/def2-TZVPD) on a structure of composition C26H43BF4OPtSSi2.

```
79
Properties=species:S:1:pos:R:3:lowdin_charge:R:1
Pt -0.0463 1.0909 -0.0906 1.17
F -2.2651 2.7239 0.1426 0.06
B -2.2724 2.4722 1.5318 -1.24
F -3.5053 2.0446 1.9722 0.14
F -1.3319 1.3133 1.7166 -0.08
F -1.7636 3.5269 2.2485 0.16
C 1.4668 3.1129 -3.4360 -0.04
C 1.7802 1.8553 -2.6082 -0.65
C 1.8290 0.6207 -3.5306 -0.03
C 3.0961 2.0215 -1.8613 -0.06
C 0.6343 1.5836 -1.7144 -0.16
H 2.3226 3.3569 -4.0682 0.09
H 1.2713 3.9681 -2.7863 0.09
H 0.5986 2.9595 -4.0792 0.09
H 2.5857 0.7858 -4.2993 0.10
H 0.8710 0.4525 -4.0276 0.08
H 2.0944 -0.2760 -2.9685 0.08
H 3.9383 2.0098 -2.5569 0.10
H 3.2242 1.2181 -1.1400 0.03
H 3.1128 2.9692 -1.3227 0.08
H -0.3244 1.7481 -2.2703 0.08
C 1.6956 4.0867 1.1059 -0.17
Si 2.5208 2.5293 1.7336 0.41
C 4.3522 2.5099 1.2975 -0.18
C 2.4694 2.5657 3.6077 -0.17
C 1.5349 1.0070 1.2435 -0.47
Si 2.3188 -0.7012 1.1584 0.41
C 3.7101 -0.8985 -0.0829 -0.18
C 3.0414 -1.0426 2.8577 -0.18
C 1.0397 -2.0207 0.7795 -0.18
H 2.3382 4.9539 1.2826 0.03
H 0.7485 4.2495 1.6263 0.03
H 1.4703 4.0324 0.0392 0.01
H 4.7634 3.4977 1.5269 0.04
H 4.5902 2.2868 0.2589 0.00
H 4.8846 1.7876 1.9235 0.03
H 3.0553 3.4042 3.9945 0.04
H 2.8649 1.6489 4.0492 0.02
H 1.4396 2.6898 3.9537 0.04
H 0.8425 0.9513 2.0986 0.01
H 4.5990 -0.3219 0.1823 0.03
H 3.4243 -0.6399 -1.1052 0.00
H 3.9886 -1.9571 -0.0926 0.04
H 3.8364 -0.3369 3.1112 0.02
H 3.4657 -2.0500 2.8965 0.03
H 2.2707 -0.9719 3.6298 0.04
H 0.9652 -2.1964 -0.2973 0.03
H 0.0398 -1.7613 1.1353 0.01
H 1.3265 -2.9639 1.2549 0.03
O -1.8045 -0.5859 -0.3640 -0.58
S -3.2829 -0.3203 -0.2260 1.00
C -3.9498 -0.3940 -1.9215 -0.27
C -3.5342 -1.6093 -2.6900 -0.29
C -4.4478 -2.6233 -2.9609 -0.06
C -4.0534 -3.7674 -3.6399 -0.08
C -2.7360 -3.9104 -4.0508 -0.09
C -1.8178 -2.9036 -3.7842 -0.07
C -2.2129 -1.7584 -3.1096 -0.04
C -3.9249 -1.8859 0.4167 -0.26
C -3.2401 -2.1351 1.7352 -0.29
C -2.3905 -3.2243 1.8793 -0.05
C -1.7175 -3.4359 3.0743 -0.09
C -1.8807 -2.5497 4.1288 -0.08
C -2.7209 -1.4527 3.9859 -0.06
C -3.3998 -1.2461 2.7958 -0.04
H -3.5874 0.5310 -2.3738 0.10
H -5.0339 -0.3090 -1.8189 0.10
H -5.4780 -2.5147 -2.6397 0.12
H -4.7759 -4.5458 -3.8487 0.10
H -2.4258 -4.8030 -4.5786 0.10
H -0.7881 -3.0114 -4.1014 0.10
H -1.4930 -0.9808 -2.8889 0.10
H -3.6920 -2.6660 -0.3082 0.09
H -5.0085 -1.7813 0.5084 0.11
H -2.2442 -3.9021 1.0461 0.12
H -1.0573 -4.2880 3.1767 0.10
H -1.3487 -2.7080 5.0583 0.10
H -2.8393 -0.7467 4.7977 0.11
H -4.0266 -0.3683 2.6812 0.11
```

Values from the calculation:
E = -71096.94705 eV
Max |F| = 1.020 eV/A

ORCA calculation (wB97M-V/def2-TZVPD) on a structure of composition C26H43BrN6P2Pb.

```
79
Properties=species:S:1:pos:R:3:lowdin_charge:R:1
N -6.3788 5.3131 -4.2907 0.06
C -6.0823 5.8270 -3.1028 -0.12
C -4.9829 5.3846 -2.3614 -0.03
C -4.1982 4.3504 -2.8912 -0.25
C -4.5262 3.8238 -4.1616 -0.02
C -5.6512 4.3335 -4.8179 -0.13
C -3.0468 3.8710 -2.0989 -0.42
Pb -1.0270 4.7116 -1.7106 1.34
P 5.0807 -0.2736 0.3854 0.96
C -2.0280 3.0203 -2.6827 -0.43
C -1.4136 1.9557 -1.8952 -0.33
C -0.4066 1.1844 -2.5043 -0.03
C 0.3042 0.2535 -1.7503 -0.12
C -0.0921 -0.0306 -0.4309 -0.56
C -1.1127 0.7308 0.1588 -0.13
C -1.8795 1.6065 -0.6082 -0.02
Br 1.0495 -1.1034 0.7307 1.11
H -3.1974 3.9244 -0.9951 0.07
H -1.8831 3.0858 -3.7705 0.12
H -4.7454 5.8200 -1.3930 0.11
H -3.9509 3.0288 -4.6383 0.10
H -6.7221 6.6141 -2.7037 0.11
H -5.9521 3.9328 -5.7896 0.11
H -0.1831 1.3873 -3.5555 0.14
H -2.8324 1.9934 -0.2213 0.13
H 1.1769 -0.2347 -2.1880 0.11
H -1.3330 0.6155 1.2157 0.04
P -0.3946 -3.0400 0.3942 0.88
C 4.3449 1.3840 0.5967 -0.45
C 5.4395 2.4615 0.4736 -0.17
H 3.8812 1.4065 1.5927 0.07
H 3.5504 1.5287 -0.1435 0.06
H 5.0866 3.4158 0.8609 0.07
H 6.3353 2.1739 1.0334 0.06
H 5.7267 2.6128 -0.5764 0.07
C 4.4075 -0.9877 -1.1844 -0.46
C 5.3281 -2.0994 -1.7292 -0.17
H 4.3491 -0.1644 -1.9143 0.08
H 3.3784 -1.3484 -1.0188 0.01
H 5.0479 -2.3638 -2.7583 0.07
H 6.3739 -1.7555 -1.7489 0.07
H 5.2642 -3.0127 -1.1224 0.06
C 4.4234 -1.3881 1.7030 -0.48
C 5.3804 -1.6952 2.8598 -0.16
H 4.1302 -2.3355 1.2259 0.06
H 3.5093 -0.9322 2.0985 0.01
H 4.9117 -2.3975 3.5564 0.07
H 6.3114 -2.1568 2.5115 0.08
H 5.6320 -0.7965 3.4273 0.07
C -0.1266 -4.0507 1.8471 -0.36
C -1.1458 -5.1977 1.9251 -0.11
H -0.1858 -3.4094 2.7452 0.11
H 0.9066 -4.4392 1.7820 0.11
H -2.1122 -4.8319 2.2976 0.08
H -1.3108 -5.6901 0.9520 0.09
H -0.7734 -5.9624 2.6159 0.10
C 0.3618 -3.7212 -1.0758 -0.35
C -0.2467 -3.2366 -2.3893 -0.10
H 0.2223 -4.8109 -0.9386 0.11
H 1.4427 -3.5064 -1.0457 0.10
H -1.2839 -3.5669 -2.5072 0.09
H -0.2220 -2.1440 -2.4776 0.06
H 0.3375 -3.6552 -3.2155 0.10
C -2.1036 -2.5676 0.2037 -0.33
C -2.8112 -1.9801 1.4332 -0.10
H -2.5689 -3.5213 -0.0921 0.12
H -2.1784 -1.8945 -0.6613 0.10
H -3.7108 -1.4575 1.0898 0.10
H -3.1512 -2.7578 2.1345 0.08
H -2.1956 -1.2643 1.9894 0.03
N -2.4362 -0.1309 5.3378 0.13
N -1.6119 0.7188 4.6381 -0.27
N -1.0374 1.7653 5.2801 0.14
C -0.7098 2.5308 4.2277 -0.19
N -1.0933 2.0226 3.0414 0.01
N -1.7422 0.8795 3.3205 0.03
H -2.6055 -0.9970 4.8386 0.09
H -2.1104 -0.2290 6.2896 0.11
H -0.2010 3.4699 4.3470 0.11
```

Values from the calculation:
E = -130446.01318 eV
Charge = +2
Max |F| = 3.425 eV/A

ORCA calculation (wB97M-V/def2-TZVPD) on a structure of composition C26H43Cl3O2P2Sc.

```
77
Properties=species:S:1:pos:R:3:lowdin_charge:R:1
Sc 0.1826 -0.4641 0.9489 0.82
C -0.5146 -2.5719 2.1419 -0.29
C 0.8654 -2.6488 1.7357 -0.31
C 0.7081 -1.1678 3.5158 -0.25
C -0.5985 -1.6591 3.2384 -0.25
C 1.6178 -1.7472 2.5792 -0.27
C -1.6620 -3.3973 1.6710 -0.04
H -1.3886 -4.0031 0.8022 0.08
H -2.5041 -2.7520 1.3837 0.08
H -2.0332 -4.0739 2.4588 0.10
C -1.7891 -1.4199 4.0886 -0.02
H -2.6852 -1.8628 3.6426 0.08
H -1.9701 -0.3429 4.2144 0.03
H -1.6556 -1.8488 5.0962 0.11
C 1.0578 -0.3582 4.7029 -0.02
H 0.9712 -0.9473 5.6266 0.11
H 0.3950 0.5074 4.8069 0.03
H 2.0790 0.0258 4.6394 0.08
C 3.0928 -1.5136 2.5649 -0.04
H 3.5952 -1.9640 3.4375 0.10
H 3.3057 -0.4342 2.5897 0.07
H 3.5442 -1.9251 1.6551 0.08
C 1.4304 -3.5755 0.7155 -0.04
H 1.9514 -4.4386 1.1635 0.10
H 2.1657 -3.0538 0.0872 0.07
H 0.6478 -3.9803 0.0616 0.08
C -1.7976 0.8447 -3.7452 -0.13
C -1.9197 -0.4722 -3.5109 -0.15
C -1.1480 -1.4948 -4.2740 -0.17
C 0.3713 -1.2375 -4.3719 -0.17
C 0.9448 -0.5370 -3.1772 -0.12
C 1.0861 0.7941 -3.1178 -0.16
C 0.5543 1.7780 -4.1145 -0.17
C -0.8358 1.4748 -4.7133 -0.16
H -1.5446 -1.5566 -5.3017 0.13
H 0.6006 -0.7070 -5.3128 0.12
H -1.2895 -2.4779 -3.8099 0.11
H -0.7363 0.8986 -5.6459 0.11
H -2.5007 1.5607 -3.3018 0.10
H -2.7265 -0.8611 -2.8868 0.10
H -1.2730 2.4382 -5.0118 0.12
H 0.5105 2.7533 -3.6107 0.11
H 1.7953 1.2506 -2.4214 0.05
H 1.2521 1.9115 -4.9555 0.13
H 0.8699 -2.2176 -4.4558 0.12
H 1.3592 -1.1869 -2.3949 0.11
P -1.9499 0.8309 -0.1137 0.95
P 1.8562 1.4479 0.1865 0.88
C -0.8580 1.9844 -1.0782 -0.34
C 0.4801 2.5556 -0.5057 -0.32
H -1.5197 2.8097 -1.4030 0.11
H -0.6362 1.3858 -1.9681 0.01
H 0.9546 3.1421 -1.3057 0.08
H 0.2273 3.2686 0.2969 0.09
C 2.7262 2.5812 1.3067 -0.25
H 3.5468 2.0373 1.7957 0.05
H 2.0529 2.9497 2.0891 -0.03
H 3.1436 3.4297 0.7427 0.07
C 3.3298 0.9457 -0.7895 -0.26
H 3.7626 1.8104 -1.3094 0.07
H 3.0916 0.1575 -1.5131 0.02
H 4.0760 0.5210 -0.0991 0.06
C -3.6409 0.7771 -0.7961 -0.20
H -4.0389 -0.2396 -0.6781 0.06
H -3.6824 1.0309 -1.8603 0.03
H -4.2883 1.4586 -0.2295 0.06
C -1.3032 -0.8528 -0.8052 -0.30
H -0.7607 -1.6623 -0.2443 0.03
H -0.7261 -0.6412 -1.7122 0.00
H -2.2407 -1.3503 -1.0838 0.06
Cl -1.9709 2.1730 4.8770 0.67
C -1.0925 2.9934 3.5615 -1.44
Cl -1.7434 4.6021 3.2014 0.64
Cl 0.6315 3.1416 4.0366 0.66
C -1.2361 2.0448 2.2934 -0.69
O -2.1803 2.2450 1.4799 -0.14
O -0.3921 1.0832 2.1928 -0.22
```

Values from the calculation:
E = -108593.37292 eV
Charge = +1
Max |F| = 3.760 eV/A